# 1
Below is a structure of composition C4H5Li2O5 in a non-equilibrium geometry, with properties calculated with ωB97M-V with the def2-TZVPD basis set.

```
! RIJCOSX wB97M-V def2-TZVPD def2/J DEFGRID3
* xyz 2 2
O 2.493 -2.137 -0.854
C 2.331 -1.275 0.016
O 3.160 -0.813 0.786
O 1.022 -0.674 -0.063
C -0.461 1.164 -0.198
C 0.891 0.632 0.008
Li 4.818 -1.742 0.511
H -0.499 2.257 -0.147
H -0.714 0.964 -1.251
H -0.121 1.025 1.084
H 1.727 1.211 -0.401
Li 1.097 -2.740 -1.930
O -2.419 0.308 0.198
C -3.466 0.816 0.515
O -4.569 0.203 0.737
H -5.291 0.801 0.990
*
```

Values from the calculation:
Expectation value of S²: 0.753
LUMO energy (spin up / spin down): -8.685 / -8.682 eV
Orbital gap (spin up / spin down): 6.41 / 8.77 eV
Max |F|: 5.529 eV/A
Highest occupied orbital energy (spin up / spin down): -15.1 / -17.5 eV
E_tot: -545.98484 a.u.

Here are the Mulliken charges for atoms 1 to 8, given in e: atom 1 (O): -0.784, atom 2 (C): 0.947, atom 3 (O): -0.748, atom 4 (O): -0.231, atom 5 (C): -0.705, atom 6 (C): 0.112, atom 7 (Li): 0.934, atom 8 (H): 0.435

***

# 2
Below is a structure of composition C28H37BrClIN4O2S5SbSiV, with properties calculated with ωB97M-V with the def2-TZVPD basis set.

```
! RIJCOSX wB97M-V def2-TZVPD def2/J DEFGRID3
* xyz -1 4
V 0.926 -1.586 -0.939
Cl 3.130 -4.251 5.413
C 2.816 -3.327 3.965
C 2.768 -1.967 4.051
C 2.477 -1.213 2.915
I 2.323 0.854 3.073
C 2.227 -1.776 1.664
O 1.873 -1.023 0.675
C 2.378 -3.209 1.583
N 2.277 -3.880 0.363
C 2.251 -5.199 0.280
C 2.424 -5.992 1.418
C 2.639 -5.404 2.621
C 2.619 -3.990 2.734
H 2.930 -1.480 5.002
H 2.038 -5.601 -0.701
H 2.387 -7.065 1.304
H 2.804 -5.996 3.509
S -0.038 -5.779 -2.029
Sb -1.233 -3.816 -1.988
S -0.740 -2.717 0.179
S 0.220 -2.152 -3.116
O 4.281 -4.446 -1.592
S 3.062 -3.759 -2.103
N 2.227 -3.144 -0.802
C -3.005 0.261 -2.462
C -3.563 0.608 -1.071
C -3.791 -0.736 -0.363
C -4.930 1.295 -1.234
Si -2.360 1.720 -0.083
Br -0.262 0.993 -0.547
C -2.290 3.548 -0.692
C -1.005 4.274 -0.264
C -3.486 4.342 -0.139
C -2.320 3.620 -2.226
C -2.512 1.558 1.819
C -1.659 2.614 2.537
C -3.972 1.742 2.265
C -2.013 0.188 2.310
H -3.743 -0.359 -2.984
H -2.083 -0.322 -2.400
H -2.812 1.134 -3.083
H -4.418 -1.360 -1.010
H -4.314 -0.629 0.588
H -2.858 -1.278 -0.193
H -5.613 0.594 -1.726
H -4.885 2.191 -1.852
H -5.379 1.567 -0.275
H -0.867 4.309 0.815
H -1.060 5.308 -0.625
H -0.118 3.815 -0.700
H -3.432 4.454 0.945
H -4.448 3.890 -0.383
H -3.476 5.350 -0.571
H -1.500 3.050 -2.668
H -2.200 4.667 -2.529
H -3.256 3.263 -2.651
H -2.022 3.631 2.374
H -0.610 2.560 2.237
H -1.701 2.420 3.615
H -4.387 2.706 1.961
H -4.018 1.695 3.359
H -4.625 0.957 1.880
H -0.958 0.035 2.081
H -2.561 -0.652 1.892
H -2.124 0.156 3.401
N 1.049 0.777 -3.572
C 2.218 0.752 -2.906
N 2.533 -0.120 -1.992
C 3.830 0.122 -1.512
C 4.538 -0.663 -0.604
C 5.818 -0.288 -0.239
C 6.417 0.856 -0.765
C 5.742 1.631 -1.691
C 4.460 1.247 -2.056
S 3.411 1.996 -3.228
H 0.478 -0.070 -3.514
H 0.996 1.320 -4.414
H 4.096 -1.561 -0.213
H 6.365 -0.905 0.462
H 7.418 1.133 -0.460
H 6.203 2.510 -2.124
*
```

Values from the calculation:
Expectation value of S²: 3.780
LUMO energy (spin up / spin down): 1.857 / 1.662 eV
Orbital gap (spin up / spin down): 5.90 / 5.81 eV
Max |F|: 0.423 eV/A
Highest occupied orbital energy (spin up / spin down): -4.0 / -4.1 eV
Energy above the lowest of the compared OMol25 structures with the same formula, charge and spin: 32.5 kcal/mol
E_tot: -8255.54388 a.u.

Here are the Mulliken charges for atoms 1 to 8, given in e: atom 1 (V): 1.025, atom 2 (Cl): -0.300, atom 3 (C): 0.532, atom 4 (C): -0.502, atom 5 (C): -0.453, atom 6 (I): 0.042, atom 7 (C): 0.741, atom 8 (O): 0.119

***

# 3
Below is a cluster of 3 separate species, C25H48BrN3O4 in total, with properties calculated with ωB97M-V with the def2-TZVPD basis set.

```
! RIJCOSX wB97M-V def2-TZVPD def2/J DEFGRID3
* xyz 0 3
N 5.224 6.273 2.890
C 5.525 5.163 2.377
C 5.037 3.878 2.973
C 3.861 3.326 2.161
C 2.554 4.072 2.499
C 1.302 3.266 2.837
C 0.738 2.306 1.814
Br 0.316 3.172 0.125
O 3.681 1.898 2.382
C 4.590 1.097 1.790
O 4.361 -0.018 1.422
H 5.616 7.049 2.358
H 6.131 5.076 1.467
H 4.720 4.072 3.998
H 5.856 3.157 3.002
H 4.060 3.450 1.093
H 2.745 4.719 3.357
H 2.328 4.739 1.665
H 1.461 2.684 3.750
H 0.532 4.005 3.072
H 1.418 1.495 1.582
H -0.198 1.891 2.176
H 5.588 1.559 1.689
C -4.834 -0.550 -3.498
C -4.482 0.583 -4.471
C -3.263 0.222 -5.334
C -1.944 0.242 -4.566
C -1.738 1.577 -3.857
C -2.904 1.951 -2.932
N -4.162 1.863 -3.748
O -4.453 2.924 -4.389
C -2.946 1.048 -1.699
C -2.753 3.388 -2.447
C -5.694 0.844 -5.359
H -5.331 -0.163 -2.609
H -5.520 -1.237 -3.992
H -3.968 -1.129 -3.184
H -3.207 0.936 -6.161
H -3.439 -0.765 -5.771
H -1.902 -0.582 -3.849
H -1.123 0.076 -5.266
H -0.820 1.564 -3.262
H -1.629 2.369 -4.605
H -3.853 1.231 -1.121
H -2.089 1.293 -1.070
H -2.891 -0.012 -1.925
H -2.649 4.088 -3.270
H -1.861 3.428 -1.820
H -3.615 3.688 -1.849
H -6.547 1.168 -4.763
H -5.955 -0.088 -5.865
H -5.490 1.607 -6.104
C 0.653 -5.688 2.909
C -0.153 -4.695 2.062
C 0.205 -4.811 0.572
C 1.582 -4.249 0.229
C 1.730 -2.811 0.718
C 1.441 -2.656 2.217
N 0.096 -3.272 2.480
O -0.892 -2.486 2.308
C 2.547 -3.289 3.063
C 1.366 -1.184 2.585
C -1.636 -4.986 2.268
H 0.782 -5.322 3.927
H 0.108 -6.631 2.960
H 1.635 -5.906 2.494
H -0.555 -4.273 -0.004
H 0.137 -5.865 0.290
H 2.371 -4.880 0.647
H 1.716 -4.276 -0.855
H 2.735 -2.429 0.524
H 1.030 -2.173 0.170
H 2.271 -3.289 4.118
H 3.445 -2.680 2.945
H 2.801 -4.303 2.772
H 0.639 -0.665 1.965
H 2.331 -0.702 2.433
H 1.069 -1.059 3.628
H -1.917 -4.840 3.312
H -1.822 -6.027 1.999
H -2.260 -4.343 1.655
*
```

Values from the calculation:
Expectation value of S²: 2.008
LUMO energy (spin up / spin down): 0.525 / 0.524 eV
Orbital gap (spin up / spin down): 8.18 / 9.53 eV
Max |F|: 0.395 eV/A
Highest occupied orbital energy (spin up / spin down): -7.7 / -9.0 eV
Energy above the lowest of the compared OMol25 structures with the same formula, charge and spin: 0.0 kcal/mol
E_tot: -4020.48900 a.u.

Here are the Mulliken charges for atoms 1 to 8, given in e: atom 1 (N): -0.574, atom 2 (C): -0.160, atom 3 (C): -0.605, atom 4 (C): 0.096, atom 5 (C): -0.720, atom 6 (C): -0.942, atom 7 (C): -0.254, atom 8 (Br): -0.210

***

# 4
Below is a structure of composition C21H33IN8O3 in a non-equilibrium geometry, with properties calculated with ωB97M-V with the def2-TZVPD basis set.

```
! RIJCOSX wB97M-V def2-TZVPD def2/J DEFGRID3
* xyz 0 1
N -2.565 2.427 1.901
C -2.019 1.475 2.207
C -1.338 0.250 2.643
I -0.771 0.691 4.700
C -2.402 -0.864 2.722
N -3.301 -0.861 1.554
C -0.078 -0.082 1.710
C 1.185 -0.208 2.451
N 2.181 -0.302 2.998
C -0.224 -1.441 0.929
C 0.219 -2.673 1.675
N 1.179 -3.356 1.208
C 0.070 1.055 0.674
C 0.838 2.187 0.958
C 0.952 3.177 -0.017
C 0.278 2.990 -1.219
C -0.503 1.843 -1.385
N -0.606 0.883 -0.461
H -3.012 -0.670 3.606
H -1.934 -1.836 2.883
H -3.474 -1.817 1.263
H -2.883 -0.404 0.747
H -1.224 -1.549 0.519
H 0.450 -1.369 0.077
H -0.277 -2.941 2.613
H 1.366 -4.155 1.814
H 1.341 2.281 1.913
H 1.555 4.055 0.161
H 0.356 3.716 -2.019
H -1.058 1.695 -2.306
C -6.556 -1.371 0.854
C -6.859 -2.252 -0.335
O -6.211 -2.192 -1.367
N -7.889 -3.136 -0.215
C -8.760 -3.348 0.922
H -5.718 -0.729 0.606
H -7.414 -0.748 1.108
H -6.287 -1.975 1.721
H -8.038 -3.695 -1.040
H -8.684 -4.376 1.282
H -9.800 -3.156 0.654
H -8.487 -2.680 1.733
C 5.224 5.520 -0.933
C 4.116 4.580 -1.349
O 2.948 4.947 -1.404
N 4.452 3.304 -1.642
C 5.764 2.700 -1.621
H 4.785 6.492 -0.729
H 5.724 5.159 -0.034
H 5.963 5.625 -1.728
H 3.672 2.706 -1.885
H 6.022 2.307 -2.607
H 5.789 1.874 -0.907
H 6.515 3.430 -1.335
C 3.211 -1.853 -0.775
C 3.405 -0.925 -1.949
O 3.053 0.248 -1.918
N 3.985 -1.437 -3.065
C 4.458 -2.789 -3.285
H 2.741 -1.300 0.029
H 2.577 -2.697 -1.037
H 4.172 -2.227 -0.419
H 4.079 -0.771 -3.816
H 5.526 -2.792 -3.508
H 3.931 -3.250 -4.122
H 4.290 -3.393 -2.400
*
```

Values from the calculation:
LUMO energy: -0.204 eV
Orbital gap: 9.11 eV
Max |F|: 1.262 eV/A
Highest occupied orbital energy: -9.3 eV
E_tot: -1781.45225 a.u.

Here are the natural (NBO) charges for atoms 1 to 8, given in e: atom 1 (N): -0.269, atom 2 (C): 0.224, atom 3 (C): -0.178, atom 4 (I): 0.201, atom 5 (C): -0.254, atom 6 (N): -0.837, atom 7 (C): -0.229, atom 8 (C): 0.306